# 1
Here is a cluster of 8 separate species, C24H33F5O24 in total at a distorted geometry from the Open Molecules 2025 dataset. Energies are from the ωB97M-V functional and the def2-TZVPD basis.

Element x y z (Å)
O  4.54716  4.55236  3.99540
C  3.49380  4.05109  4.23547
O  3.26708  3.10768  5.15671
C  1.92431  2.65812  5.02567
C  1.27323  3.87528  4.37696
F  0.89416  4.73554  5.37286
O  2.32696  4.43245  3.66836
H  1.90114  1.84088  4.29457
H  1.41911  2.28062  5.90936
H  0.42951  3.65250  3.72342
O  -3.96114  -0.70679  -0.99686
C  -3.72933  -1.09853  -2.08701
O  -3.48433  -0.30174  -3.14666
C  -2.98691  -1.06920  -4.23467
C  -3.51796  -2.46324  -3.87165
F  -2.65308  -3.44488  -4.19839
O  -3.72752  -2.41312  -2.49275
H  -3.40347  -0.78785  -5.19995
H  -1.90160  -1.00602  -4.31835
H  -4.51011  -2.62065  -4.30442
O  5.11745  -1.47587  0.16159
C  4.66879  -0.88292  -0.76926
O  3.91507  -1.42619  -1.74284
C  4.02313  -0.62495  -2.89804
C  4.14936  0.74212  -2.23372
F  2.91093  1.15130  -1.86917
O  4.96649  0.38557  -1.10630
H  4.93351  -0.79087  -3.47402
H  3.08300  -0.58444  -3.44172
H  4.50412  1.55843  -2.86229
O  -0.58817  4.13885  1.33235
C  -1.34504  3.36646  0.81935
O  -2.10837  2.57086  1.56323
C  -3.09297  1.94045  0.75302
C  -2.42465  2.06599  -0.63449
F  -3.37922  2.34046  -1.57468
O  -1.54917  3.15069  -0.48551
H  -3.18297  0.93835  1.16130
H  -3.98198  2.56935  0.82750
H  -1.95851  1.10821  -0.86096
O  1.46495  0.18215  7.04551
C  1.69770  -0.48500  6.08213
O  2.87277  -0.58738  5.47727
C  2.69429  -1.19598  4.19813
C  1.47725  -2.07342  4.56103
F  1.99549  -3.13432  5.25995
O  0.78807  -1.25316  5.44901
H  2.40623  -0.51998  3.38732
H  3.55364  -1.71235  3.77959
H  0.86399  -2.33927  3.70359
C  2.07970  1.67164  0.78566
O  0.91812  1.02153  0.22832
C  0.76129  -0.27728  0.48624
O  1.39001  -1.00425  1.21005
O  -0.39641  -0.64946  -0.05590
C  -0.94203  -1.97079  -0.11408
H  2.32905  2.41177  0.03030
H  2.85323  0.91459  0.63718
H  2.08409  2.01701  1.81505
H  -1.65173  -2.05001  0.70494
H  -0.10398  -2.66788  -0.14105
H  -1.45870  -2.18019  -1.04946
C  -4.12122  -4.73832  0.81204
O  -5.48135  -5.01510  0.60260
C  -5.76015  -6.11493  -0.12239
O  -4.98735  -7.00411  -0.33066
O  -6.93089  -5.91510  -0.74090
C  -7.27584  -6.71426  -1.89923
H  -3.50309  -4.74502  -0.08845
H  -3.72715  -5.42228  1.56487
H  -3.98201  -3.72161  1.18037
H  -7.18414  -5.85730  -2.57796
H  -8.26334  -7.15359  -1.84041
H  -6.49451  -7.34868  -2.31554
C  1.11233  2.32602  -4.39880
O  2.30806  3.09579  -4.41621
C  2.65365  3.79472  -3.34605
O  2.12686  3.80370  -2.26588
O  3.69696  4.56211  -3.68207
C  4.64117  4.98041  -2.71669
H  0.39356  2.65532  -3.64620
H  1.38240  1.33737  -4.01968
H  0.68334  2.31002  -5.39424
H  4.17719  5.10438  -1.73905
H  5.14040  5.88943  -3.04341
H  5.45630  4.25675  -2.63021

Forces on atoms 1 to 2 (eV/Å):
-0.3 -0.5 -0.1
0.8 0.9 0.4

Calculated values
**Largest force on an atom**: 2.59 eV/Å
**SMILES string**: O=C1OC[C@@H](F)O1.O=C1OC[C@@H](F)O1.O=C1OC[C@@H](F)O1.O=C1OC[C@@H](F)O1.O=C1OC[C@@H](F)O1.COC(=O)OC.COC(=O)OC.COC(=O)OC
**HOMO-LUMO gap**: 10.7 eV
**Energy relative to the best compared isomer or geometry (same formula, charge and spin)**: 0.0 kJ/mol
**E_LUMO**: -0.266 eV

Here are the Mulliken charges for atoms 1 to 5, given in e: -0.55, 0.64, -0.33, 0.16, 0.57

# 2
Here is a cluster of 13 separate species, C58H155N13O16 in total at a distorted geometry from the Open Molecules 2025 dataset. Energies are from the ωB97M-V functional and the def2-TZVPD basis.

Element x y z (Å)
C  2.44353  -4.52869  -2.05537
C  3.61611  -4.39506  -2.96429
C  3.98372  -3.00133  -3.25960
O  3.00090  -2.20319  -3.86882
C  3.38574  -0.82438  -3.91061
N  4.76498  -5.14127  -2.42893
H  2.19142  -5.59475  -1.96730
H  1.49638  -4.13534  -2.42265
H  2.62028  -4.05572  -1.11608
H  3.31721  -4.91799  -3.87605
H  4.95173  -2.95592  -3.81660
H  4.23066  -2.55374  -2.26751
H  2.67762  -0.26538  -4.47617
H  4.34512  -0.69476  -4.47317
H  3.49956  -0.41796  -2.89952
H  5.29641  -4.83838  -1.60327
H  5.39074  -5.41247  -3.16470
C  6.12423  2.29292  -1.08217
C  5.14975  2.98780  -2.05088
C  5.73428  3.77659  -3.21354
O  6.59246  4.78085  -2.68959
C  7.25686  5.53718  -3.65093
N  4.26126  1.89177  -2.60515
H  6.81119  2.99464  -0.57684
H  6.69149  1.58362  -1.68537
H  5.54689  1.72229  -0.39265
H  4.49395  3.70596  -1.59610
H  4.89807  4.23602  -3.74086
H  6.31647  3.12360  -3.92106
H  6.60785  5.81613  -4.51310
H  8.12983  4.99993  -4.04008
H  7.59400  6.46314  -3.12057
H  3.42656  2.32374  -3.03992
H  4.81547  1.49733  -3.35885
C  2.22069  5.23442  -5.28113
C  0.82994  5.15964  -4.70743
C  0.77779  4.15929  -3.51726
O  1.36931  2.89331  -3.79302
C  0.58705  2.03731  -4.58029
N  0.27123  6.43874  -4.32065
H  2.94397  5.60385  -4.55031
H  2.24795  5.90052  -6.14205
H  2.55658  4.24057  -5.60285
H  0.16712  4.73891  -5.45645
H  -0.26073  4.09770  -3.15724
H  1.37962  4.63797  -2.73642
H  0.67898  2.22788  -5.65056
H  -0.47514  2.09551  -4.27269
H  0.93467  1.02320  -4.33242
H  -0.73954  6.41106  -4.26953
H  0.67671  6.68469  -3.39476
C  -5.84606  -2.39708  -2.46089
C  -6.64381  -1.74622  -3.58596
C  -5.71618  -1.59683  -4.84693
O  -4.63613  -0.67434  -4.55201
C  -4.97114  0.68077  -4.65799
N  -7.79377  -2.63557  -3.85407
H  -4.98797  -1.76599  -2.20738
H  -5.49890  -3.39777  -2.70480
H  -6.43548  -2.46431  -1.55234
H  -6.88367  -0.71928  -3.28019
H  -6.33297  -1.26417  -5.70743
H  -5.19037  -2.50469  -5.17698
H  -4.11918  1.25725  -4.25774
H  -5.89371  0.88224  -4.13620
H  -5.04242  0.99136  -5.71402
H  -8.63726  -2.13854  -4.08342
H  -8.02342  -3.07576  -2.95334
C  -8.59555  -0.04651  -0.51537
C  -9.56395  0.87044  -1.30846
C  -10.85191  0.23096  -1.80700
O  -10.54071  -0.76787  -2.78932
C  -11.64179  -1.56744  -3.12797
N  -9.92165  2.10181  -0.53220
H  -8.24175  -0.79824  -1.22018
H  -9.04726  -0.50349  0.38373
H  -7.70063  0.49550  -0.21419
H  -8.95324  1.19639  -2.17294
H  -11.49777  1.03761  -2.24969
H  -11.45081  -0.21935  -0.97502
H  -12.05765  -2.06970  -2.23226
H  -11.39196  -2.34600  -3.85047
H  -12.45853  -1.00768  -3.53122
H  -9.55222  2.97110  -0.93361
H  -9.72483  2.02455  0.43725
C  5.59334  -5.16327  0.99325
C  7.05759  -4.74577  0.67899
C  7.18033  -3.22569  0.53734
O  6.37996  -2.77785  -0.53358
C  6.54079  -1.38799  -0.74548
N  7.92903  -5.39310  1.64507
H  4.85945  -4.53336  0.51190
H  5.49746  -4.99739  2.07244
H  5.45906  -6.22204  0.74919
H  7.18509  -5.20763  -0.26675
H  8.21339  -2.92850  0.37269
H  6.86582  -2.73459  1.49217
H  6.03563  -1.18999  -1.67887
H  7.57537  -1.07995  -0.85608
H  6.18248  -0.74813  0.08742
H  7.70523  -4.96354  2.54848
H  8.88353  -5.19341  1.36509
C  1.89865  1.79856  3.82336
C  1.42340  3.09771  3.18302
C  2.66962  3.56758  2.34547
O  3.77337  3.99274  3.13142
C  3.55354  5.37409  3.57748
N  0.28351  2.88602  2.25004
H  1.08558  1.38942  4.43815
H  2.78948  1.97610  4.42152
H  2.17197  1.02254  3.06157
H  1.14240  3.84837  3.90676
H  2.38909  4.35384  1.69983
H  3.03040  2.64717  1.90362
H  4.53136  5.62633  4.01645
H  2.79544  5.44591  4.35623
H  3.36872  6.04892  2.75021
H  0.00888  3.72876  1.74107
H  0.50300  2.17865  1.55525
C  5.17009  0.41496  2.68732
C  6.29067  0.70605  3.67596
C  7.32846  1.63865  3.06501
O  7.73606  1.07388  1.84659
C  8.66389  1.92619  1.13560
N  5.64991  1.26206  4.86708
H  5.49185  -0.32271  1.93680
H  4.95998  1.38159  2.21170
H  4.29818  0.05326  3.23109
H  6.80467  -0.18938  4.03861
H  8.15097  1.78487  3.75699
H  6.87862  2.65547  2.88360
H  8.20845  2.93410  1.11266
H  8.77318  1.57454  0.12574
H  9.57242  2.03614  1.75543
H  4.94187  1.96503  4.59183
H  6.36200  1.83164  5.32861
C  -4.61761  -3.71083  0.81439
C  -5.07551  -3.44874  2.24019
C  -6.23837  -2.49866  2.30844
O  -6.02899  -1.27116  1.59336
C  -5.19974  -0.32400  2.27392
N  -5.40139  -4.68884  3.02658
H  -4.02967  -2.89268  0.37533
H  -5.49117  -3.86013  0.17587
H  -3.96239  -4.57887  0.83819
H  -4.24582  -2.98012  2.76981
H  -6.54774  -2.34190  3.32817
H  -7.17995  -2.91861  1.89610
H  -5.41988  0.63330  1.84831
H  -4.12787  -0.57745  2.14098
H  -5.49474  -0.31697  3.33914
H  -4.66063  -5.38111  2.92683
H  -6.26090  -5.09880  2.68733
C  -0.00533  -1.29607  3.24492
C  -1.26103  -2.15916  3.03477
C  -1.18492  -2.85646  1.70192
O  -1.30434  -2.00649  0.62153
C  -0.84738  -2.47385  -0.67995
N  -1.38466  -2.95903  4.27108
H  0.16601  -0.55249  2.46600
H  0.88552  -1.90144  3.40347
H  -0.08821  -0.71109  4.14203
H  -2.09099  -1.45317  3.00780
H  -2.00504  -3.59924  1.62764
H  -0.16793  -3.31779  1.64999
H  -1.17495  -1.82126  -1.48362
H  -1.29566  -3.47574  -0.84296
H  0.24509  -2.60160  -0.60741
H  -0.55331  -3.53913  4.41237
H  -2.14220  -3.64339  4.13274
C  7.98841  -2.85486  4.42416
O  6.82577  -3.59654  4.41080
C  5.61766  -2.80801  4.40543
C  4.43345  -3.74911  4.37621
N  4.26461  -4.35510  5.70454
C  3.14961  -5.33365  5.75377
C  1.77406  -4.78072  5.41563
O  1.47041  -4.66934  4.01132
C  1.06981  -5.88739  3.42634
H  7.88757  -2.08857  3.65691
H  8.80382  -3.53429  4.37121
H  8.06069  -2.26400  5.35608
H  5.66866  -2.24898  3.46597
H  5.63499  -2.04783  5.23023
H  4.55802  -4.40306  3.46843
H  3.58382  -3.05834  4.20131
H  5.13382  -4.76985  6.04445
H  3.21098  -5.62173  6.78191
H  3.31446  -6.21748  5.12608
H  1.67717  -3.79579  5.88133
H  1.06747  -5.46624  5.88636
H  0.22515  -6.28433  3.98420
H  1.83063  -6.67768  3.38255
H  0.83862  -5.57545  2.39812
C  3.03576  -2.34199  1.33343
O  2.11325  -1.61265  0.56736
C  2.56267  -0.32049  0.15854
C  1.43329  0.25415  -0.74104
N  0.29404  0.62066  0.10155
C  -0.75898  1.31725  -0.55091
C  -2.01950  1.30375  0.35337
O  -3.19813  1.55524  -0.29482
C  -3.82755  0.56754  -1.11797
H  3.29560  -1.81613  2.27641
H  3.93568  -2.42132  0.70304
H  2.61005  -3.28894  1.63227
H  3.46355  -0.38183  -0.47373
H  2.76059  0.31459  1.00336
H  1.16171  -0.48817  -1.54368
H  1.70823  1.15541  -1.30769
H  -0.01142  -0.22459  0.60992
H  -1.05911  0.83776  -1.51563
H  -0.37587  2.33914  -0.85761
H  -1.97513  1.95359  1.20652
H  -2.03591  0.30341  0.76943
H  -3.32368  0.39078  -2.08029
H  -4.86084  0.85134  -1.41130
H  -3.83809  -0.34423  -0.54313
C  -10.20096  5.74996  -2.36628
O  -8.94781  5.15904  -2.05894
C  -8.01908  5.21164  -3.07547
C  -6.90819  4.23280  -2.75297
N  -6.33535  4.61612  -1.47912
C  -5.31221  3.70073  -0.97216
C  -4.75545  4.20654  0.29570
O  -5.77344  3.98795  1.29808
C  -5.49567  4.67684  2.50978
H  -10.63123  5.17556  -3.17120
H  -10.02018  6.78316  -2.64386
H  -10.78838  5.66028  -1.48303
H  -7.70839  6.25208  -3.20342
H  -8.50045  4.89948  -4.04130
H  -6.15311  4.23049  -3.54611
H  -7.32820  3.20349  -2.66424
H  -6.97763  4.99966  -0.79322
H  -4.52914  3.61786  -1.76745
H  -5.71166  2.68935  -0.76383
H  -4.60119  5.29924  0.19333
H  -3.87628  3.62071  0.54742
H  -4.46965  4.42110  2.84857
H  -6.29867  4.39535  3.21877
H  -5.47336  5.76589  2.34354

Forces on atoms 1 to 2 (eV/Å):
-1.4 -0.9 -0.1
0.0 -1.4 -0.3

Calculated values
**Largest force on an atom**: 2.92 eV/Å
**HOMO-LUMO gap**: 8.6 eV
**Energy relative to the best compared isomer or geometry (same formula, charge and spin)**: 20.5 kJ/mol
**E_LUMO**: 0.393 eV

Here are the Mulliken charges for atoms 1 to 5, given in e: -1.28, 0.30, 0.66, -0.48, -0.63